# C12H36BI2N2NbO3P

C12H36BI2N2NbO3P as an isolated structure at a distorted geometry (ωB97M-V with the def2-TZVPD basis set, the Open Molecules 2025 dataset).

Cartesian coordinates (Å):
O  -2.9028  6.5798  -1.9997
P  -2.3036  5.2622  -1.6866
Nb  -3.9949  3.3193  -1.8007
I  -1.7323  1.6375  -2.0622
I  -5.9235  1.3221  -1.6969
B  -5.5830  5.0312  -1.8439
O  -6.0402  5.6282  -2.9645
O  -6.1681  5.3905  -0.6980
H  -1.1878  4.9836  -2.4908
H  -1.6665  5.2643  -0.4383
H  -3.9863  3.7299  -3.6026
H  -3.8859  3.5906  0.0081
H  -5.3312  5.6645  -3.6134
H  -6.9282  5.9613  -0.8721
C  3.3981  -0.4818  -4.6159
C  3.4900  -0.3673  -3.1024
N  2.2081  -0.5067  -2.4509
C  2.2152  -0.1066  -1.0617
C  3.0722  -0.9149  -0.0717
C  1.4693  -1.7126  -2.7627
C  2.1371  -3.0672  -2.4665
H  2.6574  0.2157  -5.0055
H  4.3644  -0.2465  -5.0627
H  3.1260  -1.4869  -4.9372
H  3.8677  0.6253  -2.8443
H  4.2473  -1.0887  -2.7394
H  1.1790  -0.0950  -0.7158
H  2.5435  0.9361  -1.0284
H  2.6337  -1.8858  0.1586
H  3.1541  -0.3663  0.8685
H  4.0842  -1.0753  -0.4450
H  1.2114  -1.6827  -3.8228
H  0.5157  -1.6477  -2.2363
H  3.1729  -3.0913  -2.8111
H  1.6008  -3.8600  -2.9898
H  2.1268  -3.3144  -1.4059
C  2.3917  -2.1455  3.8186
C  1.2386  -1.3328  3.2516
N  0.1131  -2.1497  2.8517
C  -0.8552  -1.4317  2.0414
C  -1.6218  -0.2601  2.6695
C  -0.4269  -3.0140  3.8793
C  -0.9197  -2.3673  5.1855
H  2.6835  -2.9322  3.1224
H  3.2517  -1.4967  3.9848
H  2.1421  -2.6070  4.7741
H  1.5801  -0.8110  2.3554
H  0.9681  -0.5464  3.9791
H  -1.5704  -2.1606  1.6535
H  -0.3156  -1.0555  1.1674
H  -2.3960  -0.5873  3.3629
H  -2.1143  0.3031  1.8764
H  -0.9594  0.4279  3.1947
H  0.3366  -3.7532  4.1332
H  -1.2402  -3.5834  3.4248
H  -0.2062  -1.6344  5.5652
H  -1.0388  -3.1346  5.9522
H  -1.8814  -1.8718  5.0670

Summary:
**Largest force on an atom**: 3.8 eV/A
**HOMO level**: -5.03 eV
**Frontier orbital gap**: 6.7714 eV
**Charge**: -1


# C12H36ClHfN6O2P2

C12H36ClHfN6O2P2 as an isolated structure at a distorted geometry (ωB97M-V with the def2-TZVPD basis set, the Open Molecules 2025 dataset).

Cartesian coordinates (Å):
Hf  2.7452  0.9104  -0.4326
Cl  2.2914  -1.2370  -2.0257
O  0.6572  1.2070  -1.1647
P  -0.4941  1.7695  -2.0307
N  -1.7410  0.7109  -2.1400
C  -1.5558  -0.7379  -2.0414
C  -2.9294  1.0714  -2.8951
N  -0.0670  2.1893  -3.5556
C  -0.9184  3.0960  -4.3566
C  0.9145  1.4574  -4.3795
N  -1.2093  3.0930  -1.3652
C  -1.9757  2.9057  -0.1360
C  -0.5618  4.4086  -1.4707
H  -2.4122  -1.2657  -1.6364
H  -0.6656  -0.8709  -1.4124
H  -1.1443  -1.1474  -2.9709
H  -2.8013  0.9047  -3.9687
H  -3.3094  2.0789  -2.7300
H  -3.7978  0.4747  -2.6064
H  -1.7894  3.4747  -3.8338
H  -0.3115  3.9216  -4.7330
H  -1.2711  2.5299  -5.2198
H  0.9521  0.3959  -4.1357
H  0.7656  1.6515  -5.4358
H  1.8726  1.9194  -4.1046
H  -2.8106  3.6043  -0.0637
H  -2.2839  1.8949  0.1094
H  -1.3784  3.2232  0.7322
H  0.3807  4.4052  -0.9009
H  -1.1678  5.2078  -1.0558
H  -0.2495  4.5587  -2.5000
O  1.5318  -0.3804  1.0343
P  1.1693  -1.5326  1.9934
N  2.2265  -1.6522  3.2529
C  2.3868  -2.8624  4.0506
C  2.6006  -0.4083  3.9386
N  0.9766  -3.0876  1.4210
C  2.2196  -3.7224  0.9675
C  -0.1963  -3.4192  0.6253
N  -0.2061  -1.1423  2.7969
C  -1.1024  -0.0631  2.2565
C  -0.6954  -1.8004  4.0680
H  1.7130  -3.6557  3.7244
H  2.1559  -2.7060  5.1046
H  3.3650  -3.3417  3.9622
H  2.8069  0.3936  3.2241
H  3.4914  -0.5174  4.5512
H  1.7492  -0.0975  4.5492
H  2.6536  -3.2241  0.0929
H  2.9618  -3.7889  1.7592
H  2.0662  -4.7321  0.5856
H  -0.1969  -4.4889  0.4201
H  -1.0868  -3.1812  1.2103
H  -0.3110  -2.9392  -0.3513
H  -0.4464  0.7927  2.0841
H  -1.4090  -0.3967  1.2621
H  -1.9079  0.1141  2.9552
H  -0.7475  -2.8493  3.7741
H  -1.6423  -1.3918  4.3885
H  0.1399  -1.7246  4.7587

Summary:
**Largest force on an atom**: 11.0 eV/A
**HOMO level**: -17.16 eV
**Frontier orbital gap**: 3.5886 eV
**Charge**: +3
**ΔE to the lowest compared entry with this formula, charge and spin**: 0.000 eV


# C12H36F4KN2O24P4S4

C12H36F4KN2O24P4S4 as an isolated structure at a distorted geometry (ωB97M-V with the def2-TZVPD basis set, the Open Molecules 2025 dataset).

Cartesian coordinates (Å):
K  0.2998  -0.2687  -1.0062
N  0.6743  -2.3481  -4.1871
S  -0.7855  -2.7732  -3.8600
O  -1.3920  -2.2083  -2.5798
O  -1.2758  -4.0308  -4.4420
F  -1.4837  -1.7532  -4.9676
S  1.3861  -3.4057  -3.0068
O  1.4527  -4.8430  -3.3686
O  1.2055  -3.0145  -1.6209
F  2.8663  -2.9204  -3.1235
N  2.0596  1.4729  -2.6357
S  3.6809  1.5324  -2.2670
O  3.9534  1.8618  -0.8828
O  4.7160  1.9468  -3.2520
F  3.8985  -0.0374  -2.2246
S  1.9889  2.8934  -3.2272
O  2.4049  3.0115  -4.6248
O  2.1893  3.9940  -2.3338
F  0.4020  2.9741  -3.4178
C  1.8698  0.8010  4.0016
O  1.2551  1.9836  3.5023
P  1.4993  2.5326  1.9767
O  0.9083  1.7256  0.9297
O  0.8625  4.0493  1.9165
C  1.1193  4.8767  0.8347
O  3.1119  2.7898  1.9674
C  3.7943  3.7540  2.7546
H  2.8705  1.0080  4.3809
H  1.8671  0.0346  3.2264
H  1.3433  0.4006  4.8679
H  0.2825  4.9870  0.1450
H  2.0358  4.6410  0.2938
H  1.4131  5.8761  1.1555
H  3.1589  4.3298  3.4275
H  4.3283  4.4251  2.0818
H  4.5781  3.2890  3.3525
C  -5.0168  -0.5583  -3.4451
O  -3.6345  -0.5242  -3.4751
P  -2.8737  0.8204  -3.1100
O  -1.4058  0.6845  -3.0401
O  -3.4651  1.9963  -4.0656
C  -2.9071  3.3048  -4.0992
O  -3.4932  1.2826  -1.7635
C  -2.8449  2.1700  -0.8270
H  -5.4831  0.3553  -3.0765
H  -5.2504  -1.4467  -2.8584
H  -5.4386  -0.5428  -4.4501
H  -3.6427  4.0878  -3.9148
H  -2.5708  3.5985  -5.0936
H  -2.0358  3.4627  -3.4636
H  -3.5828  2.5111  -0.1009
H  -2.5300  3.0459  -1.3942
H  -1.9221  1.8127  -0.3700
C  2.3529  -3.9628  4.3070
O  1.9485  -2.7906  3.5569
P  2.3347  -2.5915  1.9866
O  1.3466  -1.7761  1.2451
O  3.8467  -2.0032  2.0736
C  4.2973  -1.1047  1.0273
O  2.4375  -4.1219  1.3890
C  3.2778  -4.3963  0.2680
H  2.9542  -4.6013  3.6598
H  1.4381  -4.4240  4.6790
H  3.0068  -3.5474  5.0738
H  5.2508  -1.4283  0.6098
H  4.4339  -0.0562  1.2921
H  3.5547  -1.1396  0.2302
H  4.2561  -4.5929  0.7068
H  3.4702  -3.5239  -0.3564
H  2.9800  -5.2527  -0.3369
C  -1.8826  -1.4157  4.0119
O  -2.4261  -1.9487  2.8116
P  -3.0842  -1.0097  1.6680
O  -2.1830  -0.4004  0.6104
O  -4.2993  -1.9979  1.1440
C  -4.1826  -2.8628  0.1170
O  -3.7796  0.1070  2.5893
C  -4.7879  0.9127  2.0484
H  -0.9889  -1.9731  4.2927
H  -2.6469  -1.4647  4.7875
H  -1.5678  -0.3756  3.9275
H  -5.0253  -2.6723  -0.5476
H  -4.3072  -3.8925  0.4522
H  -3.2187  -2.8823  -0.3914
H  -4.8921  0.7891  0.9705
H  -4.5827  1.9386  2.3542
H  -5.7735  0.8137  2.5033

Summary:
**Largest force on an atom**: 7.7 eV/A
**HOMO level**: -6.95 eV
**Frontier orbital gap**: 8.7835 eV
**Charge**: -1